ORCA calculation (wB97M-V/def2-TZVPD) on 3 unconnected molecules or ions with the total composition C16H32INO3P in a non-equilibrium geometry.

```
54
Properties=species:S:1:pos:R:3:lowdin_charge:R:1
C -0.962 1.303 -1.277 -0.101
C -0.466 -0.204 -1.484 -0.220
C 0.967 -0.588 -0.975 -0.011
C 1.459 -2.035 -1.170 -0.026
C 0.646 -3.170 -1.881 -0.030
C -0.762 -2.796 -2.390 -0.036
C -1.286 -1.327 -2.156 -0.232
C -2.776 -0.937 -2.641 -0.157
N -3.612 -0.750 -1.368 -0.179
P -3.122 -1.923 -0.046 0.627
O -4.503 -2.666 0.651 -0.367
I -2.077 -0.681 1.829 0.532
H -1.970 1.540 -1.757 0.065
H -0.914 1.589 -0.162 0.060
H -0.194 1.994 -1.795 0.106
H 1.574 0.233 -0.446 0.117
H 2.493 -2.331 -0.775 0.096
H 1.009 -4.237 -2.020 0.100
H -1.491 -3.498 -2.917 0.101
H -2.742 0.013 -3.281 0.142
H -3.224 -1.760 -3.296 0.136
H -4.619 -0.861 -1.625 0.152
H -3.426 0.213 -1.038 0.100
H -5.235 -2.564 0.000 0.054
C -4.423 2.498 5.744 -0.079
C -3.914 3.878 5.364 -0.272
O -2.691 3.852 4.640 -0.156
C -2.711 3.178 3.391 -0.299
C -3.675 3.791 2.389 -0.079
H -3.648 1.931 6.264 0.083
H -5.298 2.579 6.391 0.080
H -4.713 1.921 4.862 0.062
H -3.718 4.442 6.279 0.122
H -4.673 4.439 4.809 0.108
H -2.919 2.113 3.537 0.063
H -1.697 3.247 2.988 0.116
H -4.713 3.673 2.707 0.069
H -3.568 3.309 1.413 0.061
H -3.487 4.862 2.278 0.088
C 6.528 0.159 -2.478 -0.078
C 5.728 -0.551 -1.399 -0.278
O 4.842 -1.540 -1.908 -0.193
C 5.438 -2.623 -2.612 -0.277
C 6.392 -3.444 -1.761 -0.078
H 5.866 0.557 -3.251 0.083
H 7.105 0.980 -2.047 0.080
H 7.230 -0.521 -2.968 0.069
H 5.105 0.186 -0.885 0.114
H 6.388 -0.985 -0.641 0.109
H 5.930 -2.262 -3.520 0.109
H 4.616 -3.267 -2.936 0.113
H 7.276 -2.866 -1.480 0.069
H 6.731 -4.325 -2.311 0.080
H 5.906 -3.768 -0.837 0.081
```

Computed properties:
HOMO level: -11.5746 eV
Gap between HOMO and LUMO: 7.62 eV
Charge: +1
Calculated total energy: -42121.75520 eV
Multiplicity: 1


ORCA calculation (wB97M-V/def2-TZVPD) on 2 unconnected molecules or ions with the total composition C4H6NO2 in a non-equilibrium geometry.

```
13
Properties=species:S:1:pos:R:3:lowdin_charge:R:1
C -0.380 1.608 -2.026 0.048
C 0.337 0.715 -1.455 0.153
C -0.732 -0.358 0.129 -0.270
C 0.406 -0.688 2.014 0.072
N 0.213 -1.089 0.633 -0.227
O -1.879 -0.430 0.020 0.287
O 0.926 -1.942 -0.026 0.145
H 0.124 2.248 -2.807 0.134
H -1.500 1.657 -1.859 0.132
H 1.147 0.061 -1.367 0.070
H 1.197 0.182 1.910 0.170
H 0.738 -1.657 2.467 0.144
H -0.597 -0.307 2.367 0.139
```

Computed properties:
HOMO level (spin up / spin down): -15.0847 / -14.7388 eV
Gap between HOMO and LUMO (spin up / spin down): 7.53 / 7.74 eV
Energy relative to the best compared isomer or geometry (same formula, charge and spin): 7.2926 eV
Charge: +1
Calculated total energy: -9815.30842 eV
Multiplicity: 1